Version i
Entry from the Open Molecules 2025 dataset: a single C4H4O molecule (ωB97M-V/def2-TZVPD).

The geometry in XYZ format:
```
9
Properties=species:S:1:pos:R:3
O -0.167 1.218 0.416
C -0.848 0.499 -0.429
C -0.201 -0.743 -0.608
C 1.118 -0.721 0.167
C 0.966 0.491 0.793
H -1.749 0.940 -0.838
H -0.457 -1.450 -1.391
H -0.257 -1.287 0.421
H 1.595 1.053 1.470
```

Calculated values
E_LUMO ... 0.3 eV
Orbital gap ... 8.818 eV



Version ii
Entry from the Open Molecules 2025 dataset: a single C4H4O molecule (ωB97M-V/def2-TZVPD).

The geometry in XYZ format:
```
9
Properties=species:S:1:pos:R:3
C -0.417 -1.674 1.033
C -0.803 -1.083 0.055
C -0.566 0.071 -0.816
C 0.508 0.945 -0.184
O -1.082 0.312 -1.879
H 0.044 -2.054 1.912
H 1.366 0.979 -0.857
H 0.831 0.552 0.780
H 0.118 1.954 -0.044
```

Calculated values
Structure (SMILES) ... C#CC(C)=O
E_LUMO ... 0.3 eV
Orbital gap ... 10.730 eV



Most stable one: version ii, least stable one: version i.



Version i
Entry from the Open Molecules 2025 dataset: a single CH2N2S molecule (ωB97M-V/def2-TZVPD).

The geometry in XYZ format:
```
6
Properties=species:S:1:pos:R:3
C -0.580 0.672 0.649
N 1.088 -0.792 -0.035
N -0.009 -0.081 -0.217
S -1.281 1.694 1.596
H -0.511 -0.161 -1.126
H 1.294 -1.333 -0.868
```

Calculated values
E_LUMO (spin up / spin down) ... -0.8 / -0.8 eV
Orbital gap (spin up / spin down) ... 6.404 / 6.403 eV



Version ii
Entry from the Open Molecules 2025 dataset: a single CH2N2S molecule (ωB97M-V/def2-TZVPD).

The geometry in XYZ format:
```
6
Properties=species:S:1:pos:R:3
N -1.574 -0.124 1.567
C -0.857 0.011 0.653
N -0.277 0.351 -0.554
S 0.859 -0.776 -1.115
H 0.257 1.331 -0.525
H 1.591 -0.793 -0.026
```

Calculated values
Structure (SMILES) ... N#CNS
E_LUMO ... 0.1 eV
Orbital gap ... 10.342 eV



Most stable one: version ii, least stable one: version i.



Version i
Entry from the Open Molecules 2025 dataset: a single C2H5NO molecule (ωB97M-V/def2-TZVPD).

The geometry in XYZ format:
```
9
Properties=species:S:1:pos:R:3
C -1.899 -0.105 -0.034
N -0.740 0.380 -0.035
O 0.276 -0.560 -0.088
C 1.556 0.076 -0.009
H -2.084 -1.170 0.138
H -2.673 0.599 -0.038
H 2.041 -0.184 0.938
H 1.310 1.166 -0.058
H 2.213 -0.202 -0.816
```

Calculated values
Structure (SMILES) ... C=NOC
E_LUMO ... 1.3 eV
Orbital gap ... 10.972 eV



Version ii
Entry from the Open Molecules 2025 dataset: a molecular structure, C2H5NO (ωB97M-V/def2-TZVPD).

The geometry in XYZ format:
```
9
Properties=species:S:1:pos:R:3
C 0.185 1.340 -0.013
C 0.129 -1.095 -0.328
N -0.283 0.205 0.392
O -1.333 0.092 1.084
H -0.494 2.312 0.764
H 1.078 1.262 -0.585
H -0.241 -1.290 -1.290
H 1.177 -1.008 -0.439
H -0.218 -1.817 0.415
```

Calculated values
E_LUMO ... 0.8 eV
Orbital gap ... 9.678 eV



Version iii
Entry from the Open Molecules 2025 dataset: a single C2H5NO molecule (ωB97M-V/def2-TZVPD).

The geometry in XYZ format:
```
9
Properties=species:S:1:pos:R:3
C 0.884 0.643 -0.044
N 0.051 -0.537 0.305
C -1.326 -0.530 -0.079
O -1.751 0.348 -0.729
H 1.567 0.484 -0.856
H 0.263 1.353 -0.325
H 1.553 1.099 0.829
H 0.501 -1.361 0.610
H -1.742 -1.500 0.290
```

Calculated values
Structure (SMILES) ... CNC=O
E_LUMO ... 1.0 eV
Orbital gap ... 10.706 eV



Version iv
Entry from the Open Molecules 2025 dataset: a single C2H5NO molecule (ωB97M-V/def2-TZVPD).

The geometry in XYZ format:
```
9
Properties=species:S:1:pos:R:3
C -1.333 0.211 -0.478
N -0.458 0.439 0.383
C 0.668 -0.387 0.556
O 1.608 0.018 -0.364
H -2.158 1.032 -0.725
H -1.476 -0.578 -1.243
H 0.455 -1.513 0.478
H 1.206 -0.188 1.559
H 1.487 0.966 -0.165
```

Calculated values
Structure (SMILES) ... C=NCO
E_LUMO ... 0.9 eV
Orbital gap ... 10.749 eV



Most stable one: version iii, least stable one: version ii.



Version i
Entry from the Open Molecules 2025 dataset: 2 unconnected molecules or ions with the total composition C3H10NO (ωB97M-V/def2-TZVPD).

The geometry in XYZ format:
```
15
Properties=species:S:1:pos:R:3
C -0.204 1.500 -1.951
N -0.547 0.299 -1.740
H -0.665 2.029 -2.777
H 0.506 2.000 -1.306
H -0.134 -0.363 -0.990
H -1.304 -0.070 -2.315
C 0.428 -0.947 1.591
O 0.585 -1.086 0.113
C -0.327 0.331 1.896
H -0.197 -1.810 1.797
H 1.426 -0.904 2.010
H 1.443 -1.516 -0.053
H -1.144 0.456 1.187
H -0.756 0.306 2.895
H 0.377 1.163 1.857
```

Calculated values
E_LUMO ... -4.9 eV
Orbital gap ... 10.348 eV
Total charge ... +1



Version ii
Entry from the Open Molecules 2025 dataset: 2 unconnected molecules or ions with the total composition C3H10NO (ωB97M-V/def2-TZVPD).

The geometry in XYZ format:
```
15
Properties=species:S:1:pos:R:3
C -0.789 1.309 -0.313
C -0.787 -1.167 -0.309
C 1.219 -0.062 0.513
N -0.238 0.025 0.259
O 1.828 -0.368 -0.642
H -0.861 1.154 -1.392
H -1.841 1.372 0.058
H -0.244 2.139 0.080
H -0.285 -1.434 -1.332
H -0.525 -1.964 0.357
H -1.837 -1.036 -0.389
H 1.838 1.652 1.063
H 1.508 -0.703 1.311
H -0.642 0.140 1.168
H 2.626 -0.951 -0.742
```

Calculated values
E_LUMO ... -4.2 eV
Orbital gap ... 10.081 eV
Total charge ... +1



Most stable one: version i, least stable one: version ii.